Here is C27H56FIN2NbO4 as an isolated structure from the OMol25 dataset. Energies are from ωB97M-V/def2-TZVPD.

Geometry as ORCA input:
```
! RIJCOSX wB97M-V def2-TZVPD def2/J DEFGRID3
* xyz -1 1
C 3.6279 3.6331 1.0915
C 2.7962 5.0248 0.8544
O 2.2236 5.1958 -0.4881
C 0.9086 4.4974 -0.6107
C 1.1513 3.2540 -1.6578
O 0.0269 2.3115 -1.7734
C 0.4750 1.0959 -2.4794
Nb 0.5150 -0.8020 -1.2224
O -1.2710 -1.4681 -2.1281
I 0.4553 -3.2548 0.2949
C 2.5043 -0.2827 -0.2142
O 3.6880 -0.9452 -0.8356
C 4.2830 -1.6964 0.3171
C 4.1266 -3.3421 0.2375
C 4.6870 -4.2749 1.4596
C 5.3949 -3.5240 2.7325
C 5.6153 -1.8720 2.8280
C 5.0467 -0.9468 1.5923
C -0.5647 0.1526 0.5520
F 0.0150 -0.2528 1.8867
C -2.1109 -0.4607 0.5624
C -2.9813 0.0099 1.8902
H 3.0161 2.8468 1.7332
H 3.9829 3.0918 0.1127
H 4.6044 3.8626 1.7373
H 1.9784 5.0946 1.6959
H 3.5828 5.9099 0.9948
H 0.4468 4.1817 0.4178
H 0.1584 5.2448 -1.1586
H 2.1037 2.6706 -1.2589
H 1.4564 3.7082 -2.7006
H -0.2773 0.9460 -3.3911
H 1.5467 1.3540 -2.9236
H 1.4607 -1.6472 -2.5472
H -1.5010 -2.3519 -1.6953
H 2.7531 0.8697 -0.2258
H 2.3679 -0.5752 0.9312
H 3.5854 -3.8398 -0.6971
H 4.5350 -5.4478 1.4031
H 5.7846 -4.1312 3.6622
H 6.1252 -1.3381 3.7405
H 5.0985 0.2249 1.5293
H -0.5821 1.3217 0.5629
H -2.6433 -0.0123 -0.3879
H -2.1419 -1.6332 0.5468
H -3.2006 -0.9744 2.5166
H -2.4500 0.8474 2.5208
H -3.9823 0.4595 1.4787
C -0.1251 -2.5028 4.4060
C -1.1913 -3.5852 4.5542
N -0.6697 -4.9543 4.5039
C -1.7237 -5.9682 4.3915
C -2.6920 -6.1123 5.5617
C 0.4009 -5.2749 5.4501
C 0.1041 -5.1032 6.9365
H 0.4370 -2.6246 3.4744
H -0.5997 -1.5156 4.3847
H 0.5799 -2.5031 5.2430
H -1.8985 -3.4466 3.7269
H -1.7486 -3.3994 5.4802
H -1.2664 -6.9472 4.1916
H -2.3119 -5.7470 3.4911
H -2.2352 -6.6339 6.4034
H -3.5564 -6.7124 5.2516
H -3.0750 -5.1503 5.9104
H 1.2745 -4.6591 5.2048
H 0.7467 -6.3024 5.2774
H -0.4392 -4.1799 7.1547
H 1.0448 -5.0657 7.4968
H -0.4659 -5.9455 7.3332
C -4.5855 3.6823 -7.5223
C -3.9931 4.0767 -6.1718
N -3.1021 3.0693 -5.5885
C -2.7504 3.3508 -4.1926
C -1.9283 4.6049 -3.9111
C -1.9903 2.6225 -6.4303
C -1.0013 3.6789 -6.9128
H -5.1313 2.7356 -7.4548
H -5.2895 4.4521 -7.8572
H -3.8177 3.5895 -8.2965
H -4.8386 4.2363 -5.4911
H -3.4901 5.0448 -6.2826
H -2.2250 2.4840 -3.7682
H -3.6822 3.4208 -3.6160
H -0.8804 4.4715 -4.1821
H -1.9497 4.8247 -2.8366
H -2.3156 5.4856 -4.4288
H -2.4050 2.1179 -7.3111
H -1.4336 1.8311 -5.9118
H -1.4934 4.5946 -7.2514
H -0.4290 3.2863 -7.7604
H -0.2784 3.9379 -6.1370
*
```

Values from the calculation:
Highest occupied orbital energy, eV: -5.14
Total energy, eV: -52431.3431

***

Here is C9H72CdNO28 as an isolated structure from the OMol25 dataset. Energies are from ωB97M-V/def2-TZVPD.

Geometry as ORCA input:
```
! RIJCOSX wB97M-V def2-TZVPD def2/J DEFGRID3
* xyz 1 1
Cd 3.0216 -2.1605 1.9318
C 1.4073 -0.5567 -1.4457
C 1.2680 0.6730 -0.5373
C 0.2029 1.5460 -1.2428
C -1.2402 1.1654 -1.0735
C -1.4769 0.8926 0.4038
C -0.5269 -0.1161 1.0338
N 0.8507 0.3541 0.8417
O 1.7431 -0.4671 1.5231
C -0.8953 -1.5203 0.5741
C -0.8667 0.0314 2.5360
C 2.5480 1.4921 -0.5370
H 1.8889 -1.3882 -0.9164
H 2.0140 -0.3417 -2.3283
H 0.4247 -0.9166 -1.7511
H 0.4271 1.5877 -2.3157
H 0.3358 2.5906 -0.9239
H -1.4867 0.2655 -1.6624
H -1.9226 1.8560 -1.5691
H -2.5025 0.5516 0.5749
H -1.4470 1.8468 0.9370
H -1.6346 -2.0058 1.2077
H -0.0387 -2.2024 0.6144
H -1.2247 -1.5183 -0.4639
H -1.8096 -0.4436 2.8250
H -0.7959 1.0191 2.9833
H -0.1808 -0.6179 3.1023
H 3.4552 0.9769 -0.2314
H 2.4321 2.3621 0.1226
H 2.6778 2.0452 -1.4701
O -4.5738 1.1719 -1.4757
H -4.0766 1.9776 -1.7355
H -5.1527 1.4643 -0.7615
O 3.3870 3.2355 -3.7980
H 3.7432 3.6733 -4.5801
H 2.4142 3.2809 -3.9042
O -3.6787 -2.0246 4.4793
H -3.6570 -2.1545 5.4396
H -4.3350 -2.6615 4.1659
O -2.7741 -4.0138 -1.1554
H -1.9165 -4.0654 -1.5991
H -2.9639 -3.0523 -1.1028
O 1.5927 -2.9608 3.2952
H 0.6238 -2.9791 3.4593
H 1.9566 -3.6172 3.9046
O -1.1526 -4.7671 1.2639
H -0.6793 -5.4810 0.8251
H -1.6938 -4.3623 0.5612
O 1.4583 2.2907 2.9004
H 2.4064 2.1534 2.9360
H 1.1464 1.6674 2.1996
O 0.4096 -4.3967 -1.8049
H 0.6222 -3.6587 -2.4119
H 0.2565 -5.1475 -2.3894
O -5.0008 -1.1774 1.8095
H -5.8492 -1.4559 2.1751
H -4.3377 -1.6026 2.3655
O 5.1090 3.0859 -1.4012
H 4.5293 3.2406 -2.1729
H 4.9766 2.1616 -1.1774
O -2.3347 4.6670 0.3472
H -1.4608 4.9170 0.0191
H -2.4641 5.2018 1.1410
O 5.9933 0.0287 -1.4726
H 6.8413 0.4975 -1.4864
H 6.2308 -0.8984 -1.5946
O 4.0417 -0.7503 3.1735
H 3.6956 0.0456 3.6035
H 4.9500 -0.8455 3.4917
O 4.4477 -1.6077 0.4279
H 4.3814 -0.7176 0.0387
H 5.3056 -1.9448 0.1477
O 4.4324 0.5298 -3.8550
H 4.8855 0.4059 -3.0100
H 4.1046 1.4461 -3.8368
O 1.2928 -2.6502 -3.9299
H 2.1490 -3.0953 -3.9202
H 1.5086 -1.7089 -3.9465
O 2.1677 -3.6621 0.3809
H 1.3546 -3.4528 -0.1097
H 2.6103 -4.3267 -0.1599
O -3.1948 0.6041 5.4870
H -2.8975 1.3666 4.9772
H -3.6674 0.0498 4.8498
O -3.6305 3.7496 -1.9667
H -3.3491 4.0557 -1.0785
H -3.4776 4.5040 -2.5436
O -3.9912 3.0741 2.1079
H -3.6087 3.4140 2.9236
H -3.2868 3.1629 1.4510
O 0.6774 3.7538 -4.3053
H 0.1290 4.2384 -3.6778
H 0.0538 3.3361 -4.9131
O -1.8901 -2.3721 -3.5936
H -2.3762 -1.6222 -3.2257
H -1.2244 -1.9859 -4.1750
O -2.5068 1.5820 -4.7297
H -1.9119 1.0580 -4.1831
H -3.1499 0.9493 -5.0715
O -4.1647 -1.5402 -0.9715
H -3.9895 -0.5735 -1.0018
H -4.5529 -1.6805 -0.0957
O 2.7335 5.0333 -1.1359
H 2.7378 4.1564 -0.7453
H 3.6639 5.2817 -1.1629
O -0.7697 -0.6096 6.1882
H -0.2693 -0.8365 5.3975
H -1.6058 -0.2226 5.8527
O -1.0404 -3.5311 3.8411
H -1.9308 -3.1658 3.9249
H -1.0807 -4.1350 3.0728
*
```

Values from the calculation:
Energy relative to the best compared isomer or geometry (same formula, charge and spin), kJ/mol: 0.0
Highest occupied orbital energy, eV: -9.55
Total energy, eV: -73881.5439

***

Here is a single C3H8O2 molecule from the OMol25 dataset. Energies are from ωB97M-V/def2-TZVPD.

Geometry as ORCA input:
```
! RIJCOSX wB97M-V def2-TZVPD def2/J DEFGRID3
* xyz 0 1
O -0.7521 1.3411 0.6045
C -1.1915 0.0387 0.2291
C -0.1506 -0.5490 -0.7085
C 1.2532 -0.5179 -0.0991
O 1.8510 0.7554 -0.1731
H -1.3247 1.6767 1.3031
H -2.1760 0.0880 -0.2593
H -1.2874 -0.6040 1.1185
H -0.1307 0.0194 -1.6457
H -0.4401 -1.5798 -0.9507
H 1.2028 -0.8757 0.9448
H 1.9122 -1.2012 -0.6437
H 1.2164 1.3652 0.2326
*
```

Values from the calculation:
Energy relative to the best compared isomer or geometry (same formula, charge and spin), kJ/mol: 73.8
Highest occupied orbital energy, eV: -9.93
Total energy, eV: -7335.2853

***

Here is C4H3LiOPt as an isolated structure from the OMol25 dataset. Energies are from ωB97M-V/def2-TZVPD.

Geometry as ORCA input:
```
! RIJCOSX wB97M-V def2-TZVPD def2/J DEFGRID3
* xyz -2 3
H 2.1422 -1.1065 0.5932
O 1.2235 0.6185 -0.1212
C 1.1912 -0.6791 0.2333
C 0.0053 -1.1723 0.7529
H 0.2780 -2.1103 0.0008
H -0.3633 -1.1675 1.7785
Pt 1.6578 1.8218 1.0541
Li -0.8318 1.2640 -0.2849
C -2.8225 0.6997 -0.8486
C -2.2058 -0.3225 -0.4445
*
```

Values from the calculation:
Highest occupied orbital energy (spin up / spin down), eV: 1.55 / 0.43
Total energy, eV: -9683.6128
⟨S²⟩: 2.08

***

Here is C26H37Cl2N3O5S3ScSi2Te as an isolated structure from the OMol25 dataset. Energies are from ωB97M-V/def2-TZVPD.

Geometry as ORCA input:
```
! RIJCOSX wB97M-V def2-TZVPD def2/J DEFGRID3
* xyz 1 1
Sc -1.9424 -0.1215 -0.8390
O 1.4718 -2.7247 -2.2136
C 0.5293 -1.8092 -2.0234
O 0.2757 -1.2891 -0.8879
C -0.1080 -1.1932 -3.2195
C 0.3420 -1.3315 -4.5200
C -0.2210 -0.4921 -5.4853
C -1.3045 0.3204 -5.1557
C -1.7985 0.2702 -3.8643
N -1.1572 -0.4154 -2.9256
C -2.9893 0.9987 -3.4030
O -3.7295 1.6254 -4.2650
O -3.2275 1.1360 -2.2029
H 1.9177 -2.9446 -1.4011
H 1.2425 -1.9283 -4.6672
H 0.1315 -0.5434 -6.4934
H -1.7708 0.9513 -5.9145
H -3.5513 1.4595 -5.1937
Cl -4.5808 0.1638 0.0998
C -4.3491 0.1678 1.8461
C -5.5325 0.0144 2.5763
C -5.4744 0.0507 3.9655
C -4.2436 0.2417 4.5508
C -3.0783 0.3668 3.8130
Cl -1.6243 0.5878 4.7024
C -3.0950 0.3541 2.4132
S -1.6193 0.6475 1.4856
H -6.5183 -0.1009 2.1129
H -6.3630 -0.0637 4.5738
H -4.2056 0.3042 5.6363
C -6.2514 -3.0758 -1.9721
O -4.9864 -3.1002 -1.3004
C -3.9970 -2.4341 -1.9217
S -4.2228 -1.7541 -3.3978
S -2.5245 -2.5276 -0.9808
H -6.9316 -3.6281 -1.3500
H -6.2066 -3.5316 -2.9574
H -6.6096 -2.0277 -2.0351
C 5.5359 2.6911 2.4306
Si 5.1000 2.0157 0.7355
C 4.2560 3.3182 -0.3337
C 6.5677 1.3760 -0.2181
C 3.8649 0.6048 0.9258
Te 1.8005 1.0537 1.3639
C 1.7249 -0.2452 3.0483
Si 1.5224 -2.0676 2.7927
C 2.3020 -2.9459 4.1720
C 2.3427 -2.5296 1.1823
C -0.3011 -2.4519 2.8151
H 6.1319 3.6463 2.3159
H 6.2112 2.0251 3.0012
H 4.6275 2.9498 3.0046
H 4.9468 3.9058 -0.9107
H 3.6210 3.9659 0.3034
H 3.5418 2.9047 -1.0409
H 7.3307 2.1714 -0.2774
H 6.2981 1.2207 -1.2646
H 6.9760 0.4392 0.2211
H 4.1463 -0.0710 1.7431
H 3.9477 0.0556 -0.0064
H 0.8812 0.1273 3.6222
H 2.6239 -0.0432 3.6461
H 3.4015 -2.8571 4.2458
H 2.0407 -4.0045 4.0887
H 1.9259 -2.5829 5.1414
H 3.4236 -2.5689 1.3703
H 2.1125 -1.6723 0.5321
H 2.0332 -3.4581 0.6746
H -0.7801 -2.0326 3.7297
H -0.5016 -3.5172 2.8015
H -0.8009 -1.9909 1.9290
N 0.4723 2.0611 -1.9719
C 0.7092 3.3746 -2.2479
C -0.3157 4.0914 -1.6965
C -1.0851 3.0977 -1.0126
N -0.6221 1.8908 -1.1913
H 1.1809 1.3272 -1.8654
H 1.5395 3.7195 -2.8331
H -0.4454 5.1865 -1.7486
H -1.9846 3.1952 -0.4034
*
```

Values from the calculation:
Energy relative to the best compared isomer or geometry (same formula, charge and spin), kJ/mol: 5.6
Highest occupied orbital energy, eV: -9.44
Total energy, eV: -143569.8575

***

Here is C6H10ErO4 as an isolated structure from the OMol25 dataset. Energies are from ωB97M-V/def2-TZVPD.

Geometry as ORCA input:
```
! RIJCOSX wB97M-V def2-TZVPD def2/J DEFGRID3
* xyz 3 4
C -1.9452 -1.3802 -1.7271
C -1.1190 0.0187 -2.0207
O -1.2996 0.6978 -3.1869
O -0.1972 0.6357 -1.0543
C 1.1772 0.1254 -1.1857
C 1.9722 0.6129 0.2027
C 1.1455 -0.0354 1.4825
O 0.6522 0.9836 2.4386
C -0.7980 1.2692 2.1803
O -1.2104 2.2313 1.3422
H -2.5300 -1.2010 -0.7036
H -2.8043 -1.5413 -2.5398
H -1.2669 -2.3245 -1.5918
H 1.7561 0.6867 -2.0654
H 1.2627 -1.0386 -1.3032
H 3.1074 0.3293 0.1794
H 1.7901 1.7842 0.2530
H 0.2527 -0.7361 1.1214
H 1.9179 -0.7243 2.0554
H -1.6640 0.6717 2.7441
Er -0.1994 -1.0652 3.3789
*
```

Values from the calculation:
Highest occupied orbital energy (spin up / spin down), eV: -22.49 / -20.40
Total energy, eV: -42153.1727
⟨S²⟩: 3.77